[1]
64
Properties=species:S:1:pos:R:3:mulliken_charge:R:1 method="wB97M-V/def2-TZVPD" homo_lumo_gap_ev="6.28 / 6.69" total_charge=+1 e_above_lowest_kcal_mol=0.0 e_homo_ev="-10.7 / -12.1" multiplicity=4
C 2.3919 -0.2897 2.0438 -0.15
C 2.4333 -0.9917 0.8173 -1.28
C 2.0703 -0.0999 -0.2170 -0.01
H 2.6823 -2.0309 0.6977 0.66
C 1.8374 1.1609 0.3704 0.14
C 2.0381 1.0442 1.7568 -1.04
H 1.4999 2.0422 -0.1439 0.45
C -1.0904 -1.8932 2.4146 -0.87
C 0.0066 -2.6104 1.9091 -0.18
C -0.0884 -2.6141 0.5007 -0.89
H 0.7986 -3.0520 2.4901 0.58
C -1.2375 -1.8925 0.1127 0.76
C -1.8542 -1.4531 1.3138 -0.86
H 2.0056 -0.3293 -1.2669 0.46
H 1.8669 1.8222 2.4801 0.57
H 2.6065 -0.6969 3.0174 0.53
H -2.7373 -0.8451 1.3840 0.36
H 0.6185 -3.0684 -0.1699 0.64
H -1.2946 -1.6819 3.4509 0.86
Tc 0.2075 -0.3652 1.1854 0.57
C -1.7685 -1.6845 -1.2900 1.97
C -3.2769 -1.9557 -1.2696 -1.91
C -1.0861 -2.6345 -2.2691 -2.13
H -3.4714 -2.9661 -0.9124 0.44
H -3.6948 -1.8465 -2.2649 0.51
H -3.7895 -1.2646 -0.6021 0.34
H -1.2768 -3.6725 -2.0017 0.45
H -0.0075 -2.4795 -2.2789 0.33
H -1.4656 -2.4704 -3.2715 0.46
C -1.4715 -0.2283 -1.6711 -0.36
C -2.0093 0.2937 -2.9860 0.04
H -0.3869 -0.0879 -1.6777 -0.31
H -1.8282 0.4328 -0.8822 0.52
O -2.9166 -0.2205 -3.6315 -0.66
N -1.4082 1.4365 -3.4303 -0.03
C -0.2216 2.0668 -2.8990 -0.99
H -1.7325 1.7315 -4.3378 0.31
C 1.0959 1.4891 -3.3649 0.76
C 2.2776 2.1129 -2.9684 -0.31
H 2.2317 2.9842 -2.3267 0.53
C 3.5074 1.6225 -3.3742 -0.71
H 4.4150 2.1187 -3.0572 0.42
C 3.5768 0.4899 -4.1767 -0.51
H 4.5370 0.1025 -4.4894 0.42
C 2.4069 -0.1422 -4.5662 -0.73
H 2.4496 -1.0258 -5.1892 0.44
C 1.1735 0.3568 -4.1648 -0.13
H 0.2659 -0.1376 -4.4828 0.45
H -0.2493 2.0412 -1.8107 -0.03
H -0.2623 3.1224 -3.1686 0.57
C 0.1521 2.4297 4.1528 -2.02
C -0.6719 1.1502 3.8083 1.67
O -0.7050 0.9430 2.3415 -0.56
C -0.1894 0.0254 4.8362 -0.09
F 0.3343 0.5949 5.9898 -0.29
F -1.2200 -0.7638 5.3278 -0.26
F 0.7951 -0.7734 4.3191 -0.09
C -2.1407 1.5048 4.1735 0.51
F -2.2758 1.7891 5.5278 -0.25
F -2.5581 2.6088 3.4537 -0.24
F -2.9797 0.4500 3.8634 -0.22
H 1.2303 2.2348 4.2959 0.60
H -0.1175 2.8240 5.1567 0.41
H -0.0290 3.2436 3.4218 0.34

[2]
62
Properties=species:S:1:pos:R:3:mulliken_charge:R:1 method="wB97M-V/def2-TZVPD" homo_lumo_gap_ev="3.46 / 5.51" total_charge=-2 e_homo_ev="0.7 / -1.4" multiplicity=3
Pt -0.2167 0.0703 0.9694 0.47
I 4.3116 6.3887 -1.6093 -0.65
C 3.3833 4.2569 -0.9052 -1.05
C 4.1660 3.3047 -0.2653 -0.17
C 3.6201 2.0575 0.0099 -0.02
I 4.7717 0.6035 1.0477 -0.15
C 2.3139 1.6336 -0.3649 0.06
O 1.8605 0.4356 -0.1549 -0.68
C 1.5596 2.6457 -1.0146 1.11
C 0.1706 2.3052 -1.4625 -0.37
N -0.7139 1.9836 -0.3210 -0.28
C -0.8157 3.0954 0.6172 -1.07
C 0.3336 3.0734 1.5921 1.02
C 0.9843 4.2297 2.0073 -0.93
C 1.9548 4.1393 2.9813 -0.31
C 2.2448 2.8960 3.5086 -0.66
C 1.5641 1.7917 3.0217 -0.32
N 0.6223 1.8786 2.0920 -0.14
C 2.0986 3.9110 -1.2766 -0.34
H 5.1923 3.5307 0.0196 0.30
H 0.1768 1.4317 -2.1166 -0.55
H -0.2285 3.1603 -2.0227 0.46
H -1.6277 1.7226 -0.6627 0.24
H -1.7381 2.9694 1.1885 0.38
H -0.8499 4.0656 0.1086 0.32
H 0.7343 5.1803 1.5556 0.33
H 2.4740 5.0238 3.3252 0.40
H 2.9939 2.7760 4.2788 0.38
H 1.7718 0.7922 3.3818 0.45
H 1.4701 4.6527 -1.7765 0.24
C -0.6240 -0.9030 -3.3689 -0.86
C -0.8008 -2.0820 -4.3720 -0.87
N -0.8941 -3.3498 -3.6416 -0.25
C -2.0803 -3.3084 -2.7774 -0.71
C -2.0106 -2.0741 -1.8331 -0.12
N -0.7310 -1.3991 -2.0025 0.23
C 0.3537 -2.3396 -1.7398 -0.51
C 0.2995 -3.4903 -2.7867 -0.69
H -1.3869 -0.1334 -3.5254 0.50
H 0.3580 -0.4380 -3.4836 0.41
H 0.0448 -2.1483 -5.0620 0.35
H -1.7116 -1.9702 -4.9681 0.27
H -2.1082 -4.2407 -2.2075 0.37
H -2.9656 -3.2807 -3.4193 0.28
H -2.0930 -2.3585 -0.7821 -0.26
H -2.8082 -1.3573 -2.0546 0.46
H 0.2292 -2.7010 -0.7179 0.32
H 1.2959 -1.7879 -1.7729 0.29
H 0.2501 -4.4697 -2.3048 0.31
H 1.1743 -3.4830 -3.4416 0.31
C -1.0553 -1.3859 1.5546 -0.56
C -1.7070 -2.3169 2.3512 0.90
C -1.0491 -2.9009 3.4851 -0.65
C -1.7087 -3.7713 4.3208 -0.34
C -3.0447 -4.1402 4.0905 -0.53
C -3.6930 -3.6080 2.9678 -0.47
C -3.0550 -2.7369 2.1119 -0.45
H -0.0192 -2.6192 3.6701 0.39
H -1.1838 -4.1742 5.1811 0.33
H -3.5575 -4.8222 4.7568 0.34
H -4.7254 -3.8786 2.7703 0.33
H -3.5751 -2.3365 1.2492 0.41

[3]
66
Properties=species:S:1:pos:R:3:mulliken_charge:R:1 method="wB97M-V/def2-TZVPD" homo_lumo_gap_ev="6.94 / 7.16" e_above_lowest_kcal_mol=0.0 e_homo_ev="-6.4 / -7.6" multiplicity=2
Sn -0.5647 -0.1664 0.5442 0.92
C -0.6157 0.8271 4.6037 -1.50
C 0.6676 0.3285 4.0086 0.13
C 1.8095 0.1313 4.7632 -0.61
C 2.9374 -0.3778 4.1198 -0.85
C 2.9179 -0.6608 2.7742 -0.53
C 1.7295 -0.4192 2.0518 0.76
N 0.6519 0.0574 2.7056 0.14
N 1.5294 -0.6075 0.7193 0.61
Si 2.6715 -1.3778 -0.3610 0.02
C 2.9415 -3.1491 0.1877 -0.83
C 2.0512 -1.3994 -2.1158 -0.85
C 4.2921 -0.4294 -0.3846 -1.14
H -0.4277 1.4619 5.4684 0.46
H -1.2280 -0.0175 4.9263 0.26
H -1.1832 1.3856 3.8603 0.26
H 1.8142 0.3630 5.8189 0.46
H 3.8465 -0.5520 4.6830 0.42
H 3.7923 -1.0536 2.2798 0.29
H 1.9998 -3.6954 0.0886 0.10
H 3.2740 -3.2318 1.2237 0.34
H 3.6827 -3.6428 -0.4463 0.40
H 1.0870 -1.9040 -2.1916 0.21
H 2.7806 -1.9387 -2.7265 0.51
H 1.9552 -0.3862 -2.5040 0.02
H 4.8646 -0.4664 0.5414 0.35
H 4.0982 0.6220 -0.6121 0.28
H 4.9251 -0.8312 -1.1809 0.34
O -0.3029 0.6106 -1.4849 -0.63
N -1.1473 0.2301 -2.4422 0.48
C -0.6444 0.1985 -3.6969 -0.16
C -1.4183 -0.1542 -4.7643 -0.95
C -2.7565 -0.4952 -4.5337 -0.13
C -3.2494 -0.4564 -3.2560 -0.89
C -2.4446 -0.0809 -2.1642 0.69
S -3.0594 0.0287 -0.5653 -0.46
H 0.3956 0.4735 -3.7560 0.46
H -0.9844 -0.1672 -5.7526 0.42
H -3.3984 -0.7847 -5.3547 0.40
H -4.2761 -0.7108 -3.0390 0.42
I 2.6564 3.0339 1.8167 0.07
C 0.8643 3.7687 1.0171 0.03
C 0.6946 5.1456 0.9283 -0.57
C -0.4826 5.6135 0.3728 -0.25
C -1.4293 4.6992 -0.0655 -0.91
C -1.1579 3.3505 0.0764 -0.06
N -0.0253 2.8850 0.6129 0.10
H 1.4628 5.8173 1.2813 0.41
H -0.6553 6.6782 0.2828 0.38
H -2.3617 5.0204 -0.5080 0.43
H -1.8715 2.5996 -0.2459 0.27
O -0.0549 -4.5292 -1.5949 -0.37
C -0.7394 -5.0683 -0.5532 0.88
C -0.9745 -6.4402 -0.4928 -1.00
C -1.6546 -6.9914 0.5769 -0.50
C -2.1066 -6.1842 1.6127 -0.79
C -1.8643 -4.8250 1.5572 -0.38
C -1.1925 -4.2443 0.4823 0.18
C -0.9856 -2.7716 0.5043 1.03
O -1.1115 -2.1473 1.5954 -0.76
O -0.6782 -2.1348 -0.5421 -0.62
H 0.2178 -5.2398 -2.1848 0.25
H -0.6148 -7.0737 -1.2965 0.31
H -1.8285 -8.0596 0.6011 0.38
H -2.6356 -6.6119 2.4529 0.41
H -2.1912 -4.1685 2.3518 0.47

[4]
60
Properties=species:S:1:pos:R:3:mulliken_charge:R:1 method="wB97M-V/def2-TZVPD" homo_lumo_gap_ev=9.16 e_above_lowest_kcal_mol=5.1 e_homo_ev=-8.6 smiles="O=C(C[C@H]1C(=O)NCCN1Cc1ccc(-c2ccccc2)cc1)NCCc1ccccn1"
O 1.8975 3.3317 -0.6696 -0.72
C 2.1593 2.2595 -0.1630 0.23
C 3.0482 1.2420 -0.8702 -0.58
C 2.6876 -0.2370 -0.6560 1.81
C 3.5616 -1.0359 -1.6205 -0.34
O 3.2940 -1.1664 -2.7977 -0.71
N 4.7048 -1.5417 -1.1027 -0.07
C 5.0654 -1.6442 0.2946 -0.63
C 4.1877 -0.7207 1.1512 -0.96
N 2.8022 -0.7020 0.7256 -0.23
C 2.1456 -2.0020 0.9091 -1.24
C 0.6586 -1.8944 0.7125 0.68
C 0.0754 -2.2455 -0.4986 -0.60
C -1.2796 -2.0767 -0.7033 -1.26
C -2.0870 -1.5483 0.2990 1.27
C -3.5101 -1.2801 0.0500 0.09
C -4.0717 -0.0724 0.4573 -0.10
C -5.4015 0.2051 0.2022 -0.89
C -6.1930 -0.7227 -0.4542 -0.38
C -5.6451 -1.9283 -0.8594 -0.69
C -4.3125 -2.2036 -0.6144 -0.35
C -1.5101 -1.2478 1.5290 -0.43
C -0.1544 -1.4186 1.7316 -0.58
N 1.7998 1.9160 1.0914 -0.01
C 0.8440 2.7054 1.8229 -1.32
C -0.5809 2.1354 1.7093 -0.61
C -1.0068 2.0780 0.2717 0.49
C -1.8993 3.0035 -0.2591 -0.71
C -2.2375 2.9145 -1.5973 -0.53
C -1.6639 1.9137 -2.3643 -1.13
C -0.7769 1.0487 -1.7465 -0.34
N -0.4619 1.1174 -0.4656 0.81
H 4.0810 1.4445 -0.5746 0.34
H 2.9758 1.4478 -1.9401 0.40
H 1.6422 -0.3545 -0.9538 -0.86
H 5.2783 -2.0590 -1.7561 0.29
H 4.9494 -2.6860 0.6259 0.30
H 6.1194 -1.3728 0.4150 0.42
H 4.5647 0.3024 1.1011 0.39
H 4.2352 -1.0434 2.1943 0.49
H 2.5435 -2.7601 0.2169 0.43
H 2.3578 -2.3237 1.9333 0.63
H 0.6907 -2.6398 -1.2958 0.30
H -1.7126 -2.3217 -1.6621 0.49
H -3.4507 0.6603 0.9521 0.35
H -5.8224 1.1498 0.5147 0.41
H -7.2328 -0.5066 -0.6506 0.38
H -6.2593 -2.6562 -1.3694 0.39
H -3.8911 -3.1496 -0.9227 0.47
H -2.1359 -0.8829 2.3314 0.51
H 0.2840 -1.1768 2.6903 0.32
H 1.9079 0.9375 1.3422 0.34
H 0.8753 3.7136 1.4019 0.55
H 1.1404 2.7423 2.8759 0.43
H -0.5827 1.1256 2.1193 -0.11
H -1.2628 2.7635 2.2839 0.60
H -2.3174 3.7776 0.3672 0.48
H -2.9314 3.6171 -2.0363 0.45
H -1.8928 1.8112 -3.4133 0.45
H -0.2933 0.2576 -2.3052 0.38